1.
{
  "formula": "C5H10N2",
  "method": "ωB97M-V/def2-TZVPD",
  "elements": ["C", "C", "C", "C", "C", "N", "N", "H", "H", "H", "H", "H", "H", "H", "H", "H", "H"],
  "coordinates": [[0.47650, -1.23892, 0.34568], [-0.83101, -1.39470, -0.36227], [-0.32293, -0.01402, -0.02140], [-1.01428, 0.73780, 1.09567], [0.11497, 0.84241, -1.14849], [2.41683, 1.03575, -0.13041], [1.96381, 1.08558, -1.25024], [0.52460, -1.50235, 1.39136], [1.38267, -1.44856, -0.19949], [-0.81357, -1.70108, -1.39664], [-1.67445, -1.77903, 0.19026], [-0.34385, 1.47916, 1.52575], [-1.32783, 0.05506, 1.88150], [-1.89760, 1.24937, 0.71346], [-0.19290, 1.87656, -1.08406], [-0.02183, 0.42797, -2.13778], [3.43714, 1.18401, -0.10093]],
  "forces_ev_per_a": [[0.0, 0.0, -0.1], [-0.1, -0.1, 0.1], [-0.1, 0.1, 0.2], [0.1, -0.1, -0.1], [3.4, 0.1, -0.5], [-0.5, -0.1, 0.7], [-2.5, -0.2, 0.3], [0.0, 0.0, 0.1], [0.0, 0.0, -0.1], [0.0, 0.0, -0.1], [-0.1, 0.0, 0.1], [0.1, 0.1, 0.1], [0.0, 0.0, 0.1], [-0.1, 0.1, 0.0], [-0.1, 0.1, 0.0], [-0.2, 0.0, -0.1], [0.1, 0.1, -0.6]],
  "e_homo_ha": -0.299,
  "lumo_ha": 0.042,
  "orbital_gap_ev": 9.3,
  "mol_weight_g_mol": 98.1,
  "charge": 0
}



2.
{
  "formula": "C2H10OSi2",
  "method": "ωB97M-V/def2-TZVPD",
  "elements": ["C", "Si", "C", "O", "Si", "H", "H", "H", "H", "H", "H", "H", "H", "H", "H"],
  "coordinates": [[-1.11705, -0.41328, 1.57527], [-0.39984, -0.35884, -0.22244], [-1.07926, 1.21232, -0.93011], [-1.03750, -1.66649, -0.95506], [2.32534, -0.38067, -0.24397], [-1.99301, 0.19126, 1.62451], [-1.14471, -1.40910, 1.91666], [-0.31353, 0.06955, 2.10589], [-0.08992, 1.88200, -0.81472], [-1.49539, 1.31051, -1.89316], [-1.74672, 1.67550, -0.33294], [-1.19914, -1.51895, -1.83794], [2.30512, -1.80234, 0.26534], [2.59030, -0.15115, -1.69020], [2.83295, 0.43175, 0.79619]],
  "forces_ev_per_a": [[2.2, 0.8, -1.9], [0.9, 0.6, 1.8], [4.8, 0.7, -0.5], [0.4, -1.2, 2.2], [-3.9, -1.7, -0.5], [-0.8, 0.0, 0.2], [-0.6, -1.2, 0.5], [0.2, 0.4, 0.7], [-2.2, -1.0, -0.7], [0.1, -0.2, -1.5], [-2.3, 1.3, 2.4], [-0.6, 0.1, -3.2], [0.6, 0.4, -0.5], [0.6, 0.0, 0.4], [0.7, 1.0, 0.6]],
  "e_homo_ha": -0.309,
  "lumo_ha": 0.027,
  "orbital_gap_ev": 9.2,
  "mol_weight_g_mol": 106.3,
  "smiles": "C[Si](C)(O)[SiH3]",
  "charge": 0
}



3.
{
  "formula": "C26H39O20Pt",
  "method": "ωB97M-V/def2-TZVPD",
  "elements": ["Pt", "C", "C", "O", "O", "H", "H", "H", "C", "C", "C", "O", "C", "O", "O", "H", "H", "H", "H", "H", "H", "C", "C", "C", "O", "C", "O", "O", "H", "H", "H", "H", "H", "H", "C", "C", "C", "O", "C", "O", "O", "H", "H", "H", "H", "H", "H", "C", "C", "C", "O", "C", "O", "O", "H", "H", "H", "H", "H", "H", "C", "C", "C", "O", "C", "O", "O", "H", "H", "H", "H", "H", "H", "C", "C", "C", "O", "C", "O", "O", "H", "H", "H", "H", "H", "H"],
  "coordinates": [[5.75720, -21.68289, -8.05382], [4.94464, -20.04679, -4.42847], [5.26750, -20.72575, -5.71423], [6.02758, -21.72569, -5.80831], [4.72296, -20.28840, -6.78383], [5.66858, -19.23110, -4.31104], [5.05110, -20.64331, -3.52672], [3.97129, -19.56441, -4.50095], [0.77802, -20.18990, -6.67329], [0.64933, -21.28881, -5.62942], [1.82901, -22.26898, -5.72358], [2.19436, -22.49660, -4.37532], [1.71755, -21.46387, -3.61266], [2.00255, -21.33233, -2.47200], [0.94012, -20.67377, -4.35760], [0.79024, -20.58564, -7.69045], [1.70224, -19.63685, -6.49153], [-0.01245, -19.43963, -6.62514], [-0.33667, -21.74768, -5.60512], [2.64440, -21.88134, -6.33348], [1.40333, -23.20599, -6.08966], [2.97507, -18.29763, -9.14899], [3.31487, -17.92522, -10.57342], [2.05308, -17.53482, -11.34734], [2.51474, -16.48588, -12.17306], [3.60579, -15.91317, -11.60718], [4.09237, -14.91904, -12.01159], [4.04220, -16.71175, -10.59749], [2.73425, -17.41361, -8.55635], [3.76323, -18.85149, -8.63439], [2.08435, -18.91660, -9.01383], [3.82804, -18.70585, -11.14551], [1.33589, -17.07929, -10.65729], [1.69652, -18.41474, -11.87661], [1.55705, -16.73483, -5.76099], [1.32695, -17.23827, -4.36721], [1.83284, -16.27734, -3.28610], [0.62743, -15.69237, -2.80208], [-0.44271, -16.41665, -3.16417], [-1.54548, -16.21729, -2.76491], [-0.05776, -17.35533, -4.05181], [2.57456, -16.44096, -6.01098], [0.86139, -15.93163, -6.01161], [1.34634, -17.54177, -6.47376], [1.76562, -18.23262, -4.26002], [2.50989, -15.49229, -3.60319], [2.22887, -16.85682, -2.44587], [4.54309, -24.33071, -3.23313], [5.61644, -24.56420, -4.28654], [7.04997, -24.42219, -3.74163], [7.61099, -25.71557, -3.85954], [6.71632, -26.59566, -4.29482], [6.90101, -27.76900, -4.37062], [5.57207, -25.96515, -4.62246], [4.46172, -23.26488, -3.01610], [4.79193, -24.90416, -2.34088], [3.55645, -24.66809, -3.54330], [5.60000, -24.00052, -5.21956], [7.12529, -23.99947, -2.73910], [7.66693, -23.80701, -4.40588], [8.11065, -17.58734, -6.27186], [7.28472, -16.35286, -6.62550], [6.11129, -16.69041, -7.55896], [4.97487, -16.14152, -6.91520], [5.34457, -15.64708, -5.70033], [4.58927, -15.21492, -4.89298], [6.65543, -15.78773, -5.49637], [8.94021, -17.27918, -5.63537], [8.56229, -18.03632, -7.15853], [7.51303, -18.37123, -5.80127], [7.98203, -15.66079, -7.10286], [6.13517, -17.78389, -7.58336], [6.24089, -16.33944, -8.57974], [11.89738, -22.75356, -9.50651], [11.26943, -22.24421, -8.20760], [11.23665, -20.70584, -8.16491], [9.87086, -20.42900, -7.78649], [9.14780, -21.49516, -8.01461], [7.93509, -21.49429, -7.96340], [9.87312, -22.56950, -8.23164], [11.61831, -22.09587, -10.33190], [11.44073, -23.70861, -9.77154], [12.97712, -22.86349, -9.45992], [11.80147, -22.69886, -7.37425], [11.48713, -20.23260, -9.11104], [11.92735, -20.31123, -7.42258]],
  "forces_ev_per_a": [[0.7, 0.6, 1.7], [0.4, 0.6, 0.0], [-0.4, -0.2, 1.0], [-0.1, 0.0, -0.7], [0.3, -0.3, -1.2], [0.0, 0.0, -0.1], [-0.2, -0.4, -0.2], [-0.1, -0.2, 0.1], [-0.3, 0.2, 0.0], [1.3, 1.2, -0.3], [-1.8, -1.0, -0.1], [0.3, 0.4, 0.0], [0.3, -0.6, -0.2], [0.0, 0.4, 0.2], [-0.6, 0.2, 0.4], [0.0, -0.2, 0.0], [0.1, -0.2, -0.1], [-0.2, -0.2, 0.1], [0.1, -0.1, 0.1], [0.1, 0.0, 0.1], [0.7, -0.1, -0.4], [0.1, -0.4, 0.8], [-1.4, 0.0, 0.1], [0.5, 0.1, 0.8], [-0.2, 0.0, -0.6], [-0.5, -0.7, -0.8], [0.5, 0.3, 0.5], [1.0, 0.5, 0.3], [0.3, 0.2, -0.2], [0.2, 0.2, 0.0], [0.0, -0.1, -0.7], [0.3, 0.1, 0.3], [-0.3, -0.5, -0.1], [-0.4, 0.5, -0.4], [-0.7, -0.5, -1.3], [0.8, 0.3, 0.3], [-0.5, -0.6, 0.7], [0.0, 0.6, 0.3], [0.0, 0.6, 0.3], [0.2, -0.4, -0.4], [-0.4, -0.6, -0.5], [0.1, 0.2, 0.6], [0.2, 0.2, 0.1], [-0.2, 0.1, 0.1], [-0.1, 0.0, 0.2], [0.0, -0.1, -0.1], [0.4, 0.2, -0.1], [0.0, 0.4, -0.5], [0.4, -0.9, 0.6], [0.5, 0.7, -0.9], [0.8, 0.2, 0.9], [-0.4, -0.8, 0.0], [-0.1, 0.3, -0.2], [-0.4, 0.0, -0.4], [0.0, 0.0, 0.3], [0.2, 0.2, 0.1], [0.1, 0.0, -0.3], [-0.8, 0.0, 0.2], [-0.1, -0.4, 0.1], [-0.2, 0.3, 0.2], [0.1, 0.3, 0.2], [0.7, -0.6, -1.1], [1.0, -0.5, 0.1], [0.1, 0.0, 0.0], [-0.6, -0.3, 0.2], [-0.1, 0.1, -0.2], [0.5, 0.2, 0.2], [-0.1, -0.2, 0.2], [-0.1, 0.2, -0.2], [0.0, 0.1, 0.2], [-0.3, 0.5, 0.3], [-1.0, -0.1, -0.1], [-0.3, 0.3, 0.1], [-0.8, -0.1, -0.2], [1.4, 0.4, -1.5], [0.7, -0.4, 0.8], [0.0, 0.7, -0.3], [0.7, -0.4, 0.4], [-1.0, 0.0, -0.4], [-0.8, -0.3, 0.1], [0.2, 0.1, 0.0], [0.3, -0.2, 0.2], [0.0, 0.1, 0.1], [-0.6, 0.0, 0.4], [-0.4, -0.1, -0.2], [-0.3, 0.1, 0.2]],
  "e_homo_ha": [-0.452, -0.452],
  "lumo_ha": [-0.228, -0.267],
  "orbital_gap_ev": [6.1, 5.0],
  "mol_weight_g_mol": 866.7,
  "s_squared": 2.008,
  "charge": 1,
  "spin_multiplicity": 3
}